[1]
Molecular formula: C16H18N2O3
Method: DFT, ωB97M-V/def2-TZVPD

Output
- Orbital gap: 8.47 eV
- DFT total energy: -26006.482 eV
- ΔE to the lowest compared entry with this formula, charge and spin: 2.536 eV

Element x y z (Å)
C 1.45318 -6.20335 -0.48846
O 0.97550 -5.04855 -1.12826
C 0.99667 -3.87203 -0.43864
C 1.45056 -3.71274 0.85750
C 1.42692 -2.46490 1.47042
C 0.95645 -1.36162 0.79075
C 0.89168 0.00477 1.41305
C -0.57153 0.42332 1.65942
N -0.76619 1.85009 1.54240
C -1.07343 2.41020 0.34783
O -1.28151 1.75501 -0.65602
C -1.15602 3.90054 0.34763
C -0.89085 4.58272 -0.83807
C -0.97363 5.96306 -0.85459
C -1.32584 6.61171 0.32068
N -1.60830 5.97410 1.44393
C -1.53136 4.65662 1.45615
C 0.49810 -1.51323 -0.51793
C 0.50643 -2.74610 -1.14028
O 0.07229 -2.98218 -2.40824
C -0.43380 -1.89653 -3.14659
H 1.34584 -7.00737 -1.21502
H 2.50877 -6.10559 -0.21184
H 0.86613 -6.44366 0.40480
H 1.82795 -4.55702 1.41206
H 1.78599 -2.36883 2.48435
H 1.33534 0.72623 0.72208
H 1.45782 0.03115 2.34520
H -1.20652 -0.03570 0.89848
H -0.90724 0.09656 2.64550
H -0.45331 2.43547 2.29963
H -0.62646 4.01713 -1.71961
H -0.77086 6.52297 -1.75410
H -1.39378 7.69049 0.36884
H -1.80702 4.19001 2.39403
H 0.12958 -0.64095 -1.03461
H 0.33144 -1.13115 -3.31251
H -1.29784 -1.43853 -2.65499
H -0.74116 -2.31212 -4.10495

***

[2]
Molecular formula: C62H89F5O16
Method: DFT, ωB97M-V/def2-TZVPD

Output
- Orbital gap: 9.55 eV
- DFT total energy: -112084.809 eV

Element x y z (Å)
F -2.56583 -2.73326 -2.59947
C -1.27537 -2.45863 -2.80257
C -0.79068 -2.46379 -4.06863
C 0.56476 -2.20809 -4.31899
C 1.39674 -1.92280 -3.24132
C 0.87564 -1.98750 -1.93024
C -0.46906 -2.21541 -1.72133
H -1.58128 -2.69215 -4.83167
H 0.98410 -2.30499 -5.31193
H 2.43444 -1.64793 -3.39007
H 1.41766 -1.69386 -1.07208
H -0.80385 -2.30021 -0.68029
F 0.39916 -7.01244 0.13907
C -0.41944 -6.12115 0.65713
C -0.17331 -5.87242 1.99057
C -1.03670 -5.00722 2.62398
C -1.99054 -4.30796 1.86805
C -2.21414 -4.59055 0.54429
C -1.41338 -5.59657 -0.09146
H 0.64878 -6.36459 2.54305
H -1.10698 -4.77374 3.65723
H -2.79236 -3.76652 2.37573
H -2.96001 -4.17350 -0.07664
H -1.55912 -5.83610 -1.09847
F -2.57615 8.06010 -0.45208
C -3.09784 6.86554 -0.90452
C -3.63358 6.03573 0.08398
C -3.96269 4.74917 -0.32164
C -3.74608 4.28040 -1.61898
C -3.29405 5.21073 -2.55478
C -3.00865 6.52944 -2.21613
H -3.55544 6.23543 1.15429
H -4.38471 4.10419 0.45709
H -4.02504 3.27718 -1.98076
H -3.10306 4.83099 -3.54487
H -2.50942 7.21892 -2.86846
F 3.03633 1.65522 3.20149
C 3.73581 2.17090 2.18335
C 5.01832 2.58903 2.40562
C 5.79387 3.14534 1.37006
C 5.19867 3.25705 0.12344
C 3.85884 2.86537 -0.05540
C 3.09819 2.30449 0.96174
H 5.40658 2.51251 3.44174
H 6.84564 3.39868 1.44907
H 5.82956 3.38779 -0.76957
H 3.52867 2.97634 -1.06807
H 2.02540 2.04364 0.79268
F -3.31228 1.32958 -0.42068
C -2.45586 0.72874 0.40216
C -1.13157 0.65705 0.04219
C -0.22778 -0.02903 0.91972
C -0.74245 -0.78003 2.02943
C -2.06345 -0.63444 2.33235
C -2.94188 0.06827 1.55623
H -0.70743 1.10394 -0.85092
H 0.80705 -0.09703 0.67755
H -0.07147 -1.31949 2.73944
H -2.42786 -1.22002 3.18523
H -3.96254 0.17962 1.82878
O 4.83723 -3.16386 -3.10156
C 3.93390 -3.97434 -3.20025
O 3.16122 -4.41503 -2.22293
C 3.58197 -3.98210 -0.89169
C 2.66999 -4.56471 0.17893
C 3.72853 -4.69347 -4.51332
H 3.50765 -2.87596 -0.77526
H 4.61633 -4.36727 -0.76418
H 2.76107 -5.66466 0.11488
H 1.66023 -4.32295 -0.07012
H 2.95148 -4.22497 1.17727
H 4.53511 -5.44044 -4.56305
H 3.80039 -3.95518 -5.34431
H 2.80401 -5.17983 -4.53028
O 5.04116 -2.03929 3.19705
C 4.28852 -1.53903 2.36600
O 2.97034 -1.35264 2.61851
C 2.64780 -1.85929 3.91541
C 2.33020 -3.37922 3.88031
C 4.63401 -1.03522 1.01304
H 1.76933 -1.22131 4.16842
H 3.38571 -1.61237 4.62485
H 3.18947 -3.97196 3.51105
H 1.44937 -3.44118 3.28659
H 2.06682 -3.68027 4.89643
H 4.98491 -0.00019 1.01646
H 3.82403 -1.05180 0.31525
H 5.44725 -1.57845 0.54864
O -1.51370 2.78819 -3.77625
C -0.98020 1.77169 -4.16076
O -1.59142 0.56299 -4.19729
C -2.97218 0.54743 -3.83388
C -3.84455 0.95335 -4.94696
C 0.50163 1.69293 -4.49560
H -3.04443 1.34090 -3.01204
H -3.30391 -0.42266 -3.42673
H -4.92496 0.86295 -4.66295
H -3.58963 0.34294 -5.83833
H -3.53820 1.98306 -5.15026
H 1.17840 1.95628 -3.68404
H 0.70313 2.43921 -5.29743
H 0.94435 0.74457 -4.77597
O 1.15470 2.99667 -1.50583
C 1.26386 4.12534 -1.08267
O 1.99149 5.11193 -1.74679
C 2.67479 4.63548 -2.92639
C 1.84620 4.81560 -4.12659
C 0.66343 4.72565 0.20566
H 2.82916 3.55334 -2.86163
H 3.68509 5.07204 -2.95753
H 1.81507 5.85373 -4.44729
H 0.83266 4.40091 -4.02265
H 2.31338 4.16578 -4.86123
H -0.38970 5.00696 -0.00901
H 1.19034 5.63394 0.46339
H 0.71264 4.00498 0.99873
O -1.56946 0.78292 5.57545
C -1.90853 1.50072 4.71769
O -3.23096 1.74749 4.46053
C -4.11343 1.44299 5.53431
C -4.65701 0.03632 5.58694
C -1.02868 2.35195 3.86586
H -4.92212 2.21132 5.56500
H -3.43555 1.62420 6.40154
H -5.11280 0.01670 6.58946
H -3.79445 -0.66314 5.71784
H -5.45991 -0.30433 4.90145
H 0.00534 1.84920 3.80804
H -0.97452 3.36761 4.30782
H -1.51113 2.44288 2.86355
O 3.97082 1.88252 -4.40152
C 5.11203 1.55455 -4.11048
O 6.19922 2.01235 -4.86197
C 5.87426 2.90814 -5.95479
C 6.91794 2.73481 -7.01541
C 5.59326 0.66923 -2.94704
H 5.76798 3.96796 -5.57203
H 4.91637 2.65852 -6.36009
H 6.61287 3.27286 -7.89764
H 7.13895 1.70785 -7.30898
H 7.88217 3.22584 -6.69464
H 4.91560 0.87015 -2.09843
H 6.60974 0.93511 -2.66686
H 5.52110 -0.39378 -3.17885
O -0.66903 -3.24993 5.67474
C -1.01725 -2.49404 6.53689
O -2.31375 -2.51736 7.00222
C -3.25268 -3.41435 6.45195
C -4.38033 -3.63595 7.44238
C -0.19480 -1.54266 7.24831
H -2.70018 -4.38012 6.27229
H -3.57594 -3.04262 5.47932
H -5.10580 -4.46232 7.17144
H -4.94464 -2.63946 7.41601
H -4.02713 -3.64721 8.47196
H 0.61552 -1.23803 6.64467
H 0.05033 -2.14539 8.08655
H -0.68644 -0.62127 7.56715
O -5.84393 0.62612 -2.48111
C -5.89429 0.50903 -1.27918
O -5.68286 -0.55512 -0.57970
C -5.36125 -1.80346 -1.17480
C -5.64226 -2.85222 -0.19867
C -6.20130 1.59138 -0.33852
H -4.37202 -1.79117 -1.57670
H -6.05141 -1.96167 -2.06150
H -5.17465 -3.77614 -0.62214
H -6.67757 -3.08975 -0.01585
H -5.35424 -2.60885 0.82985
H -5.71117 1.35862 0.58394
H -7.30282 1.67649 -0.26185
H -5.84350 2.57537 -0.70488

***

Look up the DFT total energy of the second one. -112084.809 eV